Density functional theory data (the ωB97M-V functional and the def2-TZVPD basis) for a single C3H4N4O molecule at a distorted geometry.

Structure (ORCA input):
```
! wB97M-V def2-TZVPD RIJCOSX def2/J DEFGRID3
* xyz 0 1
C -1.30286 0.23904 0.88078
C 1.46883 0.56384 0.12135
C 0.07845 -0.71321 -1.47889
H -1.65713 -1.68932 0.87757
H -2.31164 0.56506 1.07741
H 2.53957 0.62385 0.16235
H 0.19699 -0.93908 -2.58805
N -0.95468 -1.10553 0.53703
N -0.47810 1.20696 1.10442
N 0.85843 1.17001 1.08558
N -0.77302 -1.39491 -0.84289
O 1.14966 0.22071 -1.23221
*
```

The value obtained for the HOMO-LUMO gap is 10.2 eV. The calculated total energy is -11179.654 eV. As for the SMILES: c1nncocn[nH]1. For the lowest unoccupied orbital energy, the calculation gives 0.02101 Ha.

Mulliken atomic charge list, values in e, 5 entries:
1 C -0.087
2 C 0.094
3 C 0.114
4 H 0.309
5 H 0.355